(1)
Molecular formula: C36H40As2Br2N3O5ReSi
Method: DFT, the ωB97M-V functional and the def2-TZVPD basis

Values from the calculation:
relative energy (zero: lowest compared OMol25 entry of this formula, charge and spin): 0.0 kJ/mol
charge: +1
HOMO-LUMO gap (alpha / beta): 7.40 / 7.13 eV
LUMO level (alpha / beta): -3.1 / -3.9 eV
HOMO energy (alpha / beta): -10.540 / -11.041 eV
multiplicity: 4

Atoms and positions in Å:
Re -0.4832 -0.6162 -0.1607
C 2.0981 -3.0913 1.8494
As 0.5669 -1.9163 1.8481
C -0.6979 -3.0442 2.7967
C 1.0035 -0.5468 3.1488
C 1.9310 -0.7851 4.1569
C 2.2756 0.2244 5.0431
C 1.6943 1.4786 4.9271
C 0.7520 1.7181 3.9376
C 0.4033 0.7088 3.0463
As -1.0149 0.9606 1.7474
C -2.5750 0.4314 2.7573
C -1.2409 2.8620 1.6157
H 2.0458 -3.7281 2.7323
H 3.0086 -2.5027 1.8307
H 2.0597 -3.7109 0.9533
H -0.2905 -3.2597 3.7842
H -0.8213 -3.9770 2.2448
H -1.6671 -2.5617 2.8884
H 2.4063 -1.7543 4.2478
H 3.0046 0.0347 5.8182
H 1.9720 2.2714 5.6074
H 0.3056 2.7013 3.8617
H -2.5797 0.9823 3.6978
H -2.5276 -0.6370 2.9483
H -3.4770 0.6444 2.1867
H -1.4997 3.2360 2.6060
H -2.0600 3.0620 0.9313
H -0.3396 3.3420 1.2442
C 1.7356 -1.8632 -2.5614
C 0.7129 -2.8592 -2.1352
C 0.7746 -4.1912 -2.6101
C -0.1569 -5.1093 -2.2367
C -1.2096 -4.7277 -1.3716
C -2.2643 -5.5682 -0.9289
Br -2.3354 -7.3655 -1.4856
C -3.2379 -5.0880 -0.0978
C -3.2104 -3.7459 0.3326
Br -4.5551 -3.1087 1.4790
C -2.2110 -2.8994 -0.0723
O -2.1355 -1.6165 0.2794
C -1.2042 -3.4012 -0.9254
N -0.2448 -2.4878 -1.3050
H 2.1589 -2.1401 -3.5244
H 2.5378 -1.8064 -1.8223
H 1.2866 -0.8752 -2.6366
H 1.5804 -4.4598 -3.2776
H -0.1071 -6.1270 -2.5987
H -4.0415 -5.7307 0.2313
C -4.2766 0.5858 -0.7232
Si -3.0809 0.2750 -2.1163
C -3.4454 1.4488 -3.5183
C -3.2109 -1.4700 -2.7752
N -1.3862 0.5629 -1.5309
C -0.8134 1.7977 -1.9840
C 0.3572 1.8441 -2.7318
C 0.8786 3.0564 -3.1556
C 0.2385 4.2480 -2.8447
C -0.9413 4.2121 -2.1160
C -1.4612 2.9969 -1.6964
H -5.2985 0.6090 -1.1075
H -4.0866 1.5582 -0.2603
H -4.2192 -0.1887 0.0408
H -4.2121 0.9964 -4.1494
H -2.5713 1.6416 -4.1413
H -3.8252 2.4102 -3.1760
H -3.7831 -1.4602 -3.7030
H -3.7160 -2.1492 -2.0903
H -2.2280 -1.8814 -3.0068
H 0.8629 0.9267 -2.9920
H 1.7921 3.0675 -3.7349
H 0.6440 5.1916 -3.1812
H -1.4671 5.1288 -1.8827
H -2.3941 2.9766 -1.1477
O 2.8273 -0.6969 0.3043
C 2.3665 0.3961 0.0291
O 1.1308 0.5996 -0.3444
C 3.1991 1.6389 0.0636
C 4.5699 1.5179 0.2687
C 5.3609 2.6509 0.3599
C 4.7451 3.8827 0.2548
C 3.3894 4.0365 0.0388
C 2.6144 2.8944 -0.0675
N 5.5786 5.1020 0.3820
O 4.9984 6.1631 0.4505
O 6.7788 4.9519 0.4096
H 5.0052 0.5338 0.3632
H 6.4282 2.5948 0.5111
H 2.9689 5.0271 -0.0494
H 1.5562 2.9670 -0.2794

Force components x, y, z for each atom (eV/Å):
-0.025 0.397 -0.309
-0.004 -0.076 -0.079
0.078 0.100 0.173
0.018 -0.053 0.038
0.060 -0.032 0.013
0.035 0.013 -0.045
-0.022 0.038 -0.007
0.008 -0.034 -0.019
0.035 -0.009 -0.020
-0.099 0.029 0.045
0.061 -0.185 0.257
-0.023 0.048 0.017
-0.027 0.101 0.002
0.045 0.011 -0.042
0.007 0.010 0.000
-0.003 -0.004 0.026
-0.045 -0.004 -0.006
0.011 0.019 0.017
-0.017 -0.012 -0.005
-0.007 -0.002 -0.011
0.021 -0.005 0.021
0.008 0.016 0.020
-0.016 -0.004 0.007
-0.031 -0.031 -0.024
-0.035 0.008 0.016
0.012 0.014 -0.018
0.031 0.041 -0.040
-0.006 0.014 0.047
0.032 -0.005 -0.006
0.003 0.037 0.026
0.063 -0.073 -0.099
0.003 0.087 0.018
-0.053 -0.056 0.027
-0.023 -0.074 -0.014
0.030 0.078 0.018
0.000 -0.057 -0.017
0.043 0.116 -0.014
-0.035 -0.219 -0.017
0.002 0.033 -0.002
0.022 0.262 0.077
-0.311 -0.230 -0.077
0.043 0.013 -0.031
0.032 0.094 0.104
0.024 0.005 0.008
0.002 -0.015 0.003
0.024 -0.047 0.010
0.008 -0.001 -0.026
-0.007 -0.007 -0.011
-0.001 -0.013 0.015
-0.062 0.025 0.068
0.318 0.031 0.037
0.037 0.018 -0.042
0.019 -0.032 0.002
-0.054 -0.074 -0.161
-0.245 -0.176 0.181
0.042 0.024 -0.121
-0.010 -0.007 -0.013
-0.018 -0.010 0.001
0.023 -0.019 -0.014
0.040 0.113 0.035
-0.034 -0.015 -0.009
-0.027 0.009 0.020
0.009 -0.017 0.032
-0.054 -0.001 -0.021
0.009 -0.021 -0.043
0.013 0.050 0.014
-0.029 0.003 -0.037
-0.016 -0.037 0.060
0.023 -0.024 -0.048
-0.023 0.033 -0.018
0.017 0.004 -0.019
0.023 0.026 -0.008
-0.001 0.014 0.003
-0.016 -0.010 -0.020
-0.011 -0.212 0.095
0.185 0.278 -0.243
-0.103 -0.314 0.104
0.065 -0.035 0.115
0.003 0.057 0.064
-0.049 -0.088 -0.037
0.059 0.139 0.024
-0.019 -0.062 -0.018
-0.060 0.003 -0.075
-0.104 -0.148 -0.045
-0.018 0.126 -0.001
0.129 0.027 0.026
-0.004 -0.037 0.010
0.001 0.002 0.010
-0.007 -0.005 0.002
-0.021 0.024 0.025

(2)
Molecular formula: C36H40As2N4PS2Sn
Method: DFT, the ωB97M-V functional and the def2-TZVPD basis

Values from the calculation:
charge: +1
HOMO-LUMO gap: 7.27 eV
LUMO level: -3.0 eV
HOMO energy: -10.265 eV

Atoms and positions in Å:
Sn -3.3103 -0.3082 0.2222
N -2.7552 4.0799 0.0811
C -3.3523 2.8897 0.2361
S -3.4598 1.8566 -1.1645
N -3.8507 2.6151 1.4208
N -4.3736 1.3702 1.4740
C -5.2273 1.0700 2.3704
C -5.7588 -0.2956 2.3579
C -6.6746 -0.7277 3.3068
C -7.1573 -2.0232 3.2277
C -6.7067 -2.8500 2.2103
C -5.7876 -2.3480 1.3069
N -5.3287 -1.0982 1.3692
H -2.2337 4.2803 -0.7559
H -2.6715 4.6863 0.8809
H -5.5718 1.7973 3.0988
H -6.9984 -0.0521 4.0866
H -7.8757 -2.3836 3.9515
H -7.0604 -3.8659 2.1105
H -5.4070 -2.9543 0.4937
C -2.3439 -0.2106 -3.9271
As -2.9921 -1.8351 -3.1386
C -1.5069 -2.7201 -2.2963
C -3.5772 -2.9762 -4.5658
S -4.6402 -1.4805 -1.8419
H -1.5084 -0.4314 -4.5905
H -2.0201 0.4462 -3.1205
H -3.1589 0.2502 -4.4814
H -0.7178 -2.8472 -3.0376
H -1.8365 -3.6900 -1.9297
H -1.1414 -2.1110 -1.4714
H -2.7515 -3.1521 -5.2540
H -4.3994 -2.4898 -5.0859
H -3.9211 -3.9179 -4.1441
C 1.6290 -0.0653 -1.5330
C 2.9128 0.5180 -0.9575
As 4.4406 -0.6576 -1.3999
C 5.8320 0.2080 -0.3484
C 5.6379 1.3585 0.4090
C 6.6866 1.9064 1.1373
C 7.9359 1.3053 1.1198
C 8.1396 0.1596 0.3631
C 7.0954 -0.3794 -0.3725
C 3.9259 -2.0534 -0.1233
C 3.3037 -3.1972 -0.6179
C 2.8338 -4.1795 0.2457
C 3.0024 -4.0335 1.6149
C 3.6420 -2.9064 2.1155
C 4.0981 -1.9209 1.2519
P 0.0372 0.6570 -0.9382
C 0.3152 2.4520 -1.1572
C 1.0395 3.2451 -0.2680
C 1.1978 4.6036 -0.5010
C 0.6423 5.1880 -1.6315
C -0.0705 4.4075 -2.5320
C -0.2369 3.0506 -2.2893
C 0.1178 0.4337 0.8700
C 0.7150 -0.6839 1.4498
C 0.5602 -0.9397 2.8072
C -0.1952 -0.0914 3.6016
C -0.7945 1.0266 3.0352
C -0.6393 1.2843 1.6825
H 1.5632 -1.1404 -1.3352
H 1.6108 0.0373 -2.6216
H 2.8397 0.6092 0.1288
H 3.1031 1.5091 -1.3708
H 4.6691 1.8419 0.4400
H 6.5247 2.8037 1.7209
H 8.7510 1.7312 1.6903
H 9.1142 -0.3105 0.3404
H 7.2662 -1.2679 -0.9705
H 3.2000 -3.3307 -1.6900
H 2.3560 -5.0668 -0.1508
H 2.6527 -4.8044 2.2900
H 3.7896 -2.7964 3.1826
H 4.5940 -1.0444 1.6523
H 1.4744 2.8023 0.6193
H 1.7606 5.2069 0.1998
H 0.7689 6.2475 -1.8130
H -0.5007 4.8552 -3.4189
H -0.8189 2.4536 -2.9822
H 1.3111 -1.3691 0.8570
H 1.0416 -1.8078 3.2385
H -0.3107 -0.2947 4.6583
H -1.3822 1.7018 3.6449
H -1.1055 2.1647 1.2564

Force components x, y, z for each atom (eV/Å):
-0.024 -0.019 0.066
0.030 0.015 0.042
0.029 0.049 -0.118
0.007 -0.012 -0.026
-0.046 0.068 0.118
-0.032 -0.045 0.042
0.015 -0.079 -0.025
-0.023 -0.004 -0.010
0.013 -0.020 -0.020
0.010 0.012 0.001
-0.027 -0.012 0.021
0.034 0.027 -0.032
-0.011 0.021 0.057
-0.014 -0.001 -0.008
-0.003 0.005 -0.014
0.004 0.016 -0.005
0.001 -0.002 0.003
0.000 0.001 -0.001
0.000 0.004 0.001
-0.001 0.008 0.005
0.009 -0.023 0.006
-0.026 0.013 -0.011
-0.003 0.006 -0.031
0.016 0.010 -0.007
-0.002 -0.038 -0.007
0.003 -0.012 -0.006
0.010 -0.018 -0.024
-0.012 0.005 0.000
0.011 -0.008 0.020
-0.013 0.005 0.001
-0.012 0.020 -0.004
-0.001 -0.001 0.002
-0.004 0.007 0.003
0.001 -0.002 0.008
0.043 0.061 0.057
-0.007 -0.035 0.012
-0.039 0.015 -0.019
0.007 -0.016 0.033
-0.017 0.013 -0.010
0.011 0.001 0.006
0.001 0.014 0.009
0.003 -0.009 -0.010
0.004 0.004 0.006
0.025 -0.016 -0.020
0.003 0.008 -0.021
-0.002 -0.012 0.006
-0.011 -0.006 0.010
0.005 -0.003 0.007
-0.020 0.013 0.002
0.091 -0.048 -0.137
-0.042 -0.001 0.012
0.008 0.007 0.007
0.013 -0.004 0.020
-0.013 0.000 -0.021
0.003 0.025 0.003
-0.011 -0.010 -0.006
-0.096 0.039 0.017
-0.023 -0.027 -0.007
0.027 -0.010 -0.038
-0.021 0.017 0.021
0.006 -0.011 0.024
0.033 -0.007 -0.010
-0.016 -0.020 0.004
0.012 -0.002 -0.017
0.037 -0.013 -0.006
-0.006 0.014 -0.010
0.013 -0.003 -0.001
0.001 -0.001 -0.001
-0.002 -0.002 -0.003
-0.002 0.002 0.000
0.001 -0.003 0.006
-0.016 0.011 0.012
0.006 0.006 0.000
0.000 0.008 -0.003
0.008 -0.001 0.005
0.009 0.009 0.007
-0.009 -0.009 0.011
-0.002 -0.002 -0.003
0.000 -0.004 0.001
0.002 -0.002 0.002
0.014 0.007 0.013
-0.001 0.004 -0.003
0.002 -0.004 0.004
0.001 -0.001 -0.003
-0.001 0.003 -0.007
0.026 0.008 -0.004